C19H20Cl3N3O4 | wB97M-V/def2-TZVPD

## Properties
* lowest unoccupied orbital energy: -0.08 eV
* SMILES: COCCNC(=O)COC(=O)/C=C/c1c(C)nn(Cc2ccc(Cl)cc2Cl)c1Cl

CARTESIAN COORDINATES (ANGSTROEM)
C1 -0.117 5.198 -4.995
O1 0.518 4.170 -5.722
C2 0.575 2.932 -5.068
C3 -0.794 2.257 -4.841
N1 -1.329 2.499 -3.521
C4 -2.429 3.233 -3.281
O2 -3.086 3.781 -4.140
C5 -2.817 3.336 -1.805
O3 -1.841 2.804 -0.924
C6 -2.144 1.645 -0.283
O4 -3.182 1.051 -0.445
C7 -1.046 1.247 0.595
C8 -1.136 0.115 1.310
C9 -0.174 -0.423 2.221
C10 1.090 0.058 2.672
C11 1.801 1.309 2.309
N2 1.624 -0.787 3.530
N3 0.770 -1.802 3.677
C12 1.077 -2.926 4.521
C13 1.309 -4.166 3.694
C14 2.175 -4.106 2.607
C15 2.399 -5.204 1.800
C16 1.746 -6.394 2.082
Cl1 2.009 -7.777 1.089
C17 0.881 -6.487 3.160
C18 0.667 -5.373 3.956
Cl2 -0.419 -5.526 5.291
C19 -0.318 -1.631 2.906
Cl3 -1.570 -2.781 2.865
H1 -1.193 5.029 -4.899
H2 0.324 5.303 -3.995
H3 0.050 6.113 -5.560
H4 1.089 3.035 -4.097
H5 1.184 2.305 -5.723
H6 -1.516 2.649 -5.561
H7 -0.694 1.178 -4.987
H8 -0.825 2.120 -2.734
H9 -3.766 2.804 -1.666
H10 -2.959 4.391 -1.556
H11 -0.200 1.911 0.628
H12 -2.039 -0.473 1.192
H13 2.033 1.323 1.245
H14 2.727 1.361 2.876
H15 1.188 2.177 2.544
H16 0.257 -3.089 5.226
H17 1.981 -2.657 5.072
H18 2.678 -3.174 2.397
H19 3.073 -5.141 0.960
H20 0.374 -7.414 3.376

These are the Löwdin partial charges, in e, on atoms 1 to 2: -0.097, -0.185



C13H43BHgO16P3 | wB97M-V/def2-TZVPD

## Properties
* lowest unoccupied orbital energy: -4.68 eV
* charge: +1

CARTESIAN COORDINATES (ANGSTROEM)
Hg1 -0.974 -1.113 -0.853
B1 -0.466 0.250 1.162
H1 -0.674 0.682 0.098
H2 -1.454 0.242 1.750
H3 -0.086 -0.841 0.978
H4 0.369 0.768 1.732
C1 -1.444 2.950 -3.277
O1 -2.789 2.449 -3.423
P1 -3.307 1.560 -2.176
O2 -2.425 0.417 -1.801
O3 -3.707 2.577 -1.064
C2 -3.963 2.217 0.276
O4 -4.716 1.068 -2.731
C3 -4.842 0.332 -3.949
H5 -1.334 3.759 -4.001
H6 -0.660 2.266 -3.598
H7 -1.313 3.368 -2.281
H8 -4.952 2.485 0.655
H9 -3.403 2.782 1.032
H10 -3.702 1.168 0.424
H11 -4.352 0.738 -4.834
H12 -5.919 0.415 -4.101
H13 -4.536 -0.710 -3.844
C4 1.030 -5.390 -1.766
O5 1.801 -5.060 -0.603
P2 1.301 -3.880 0.337
O6 0.364 -2.909 -0.222
O7 0.610 -4.634 1.559
C5 1.322 -5.594 2.336
O8 2.634 -3.309 0.955
C6 2.582 -2.384 2.050
H14 1.779 -5.329 -2.565
H15 0.215 -4.763 -2.119
H16 0.770 -6.446 -1.800
H17 1.508 -5.137 3.317
H18 2.326 -5.808 1.973
H19 0.706 -6.445 2.611
H20 2.945 -1.422 1.695
H21 3.221 -2.688 2.878
H22 1.590 -2.262 2.488
C7 2.491 2.284 -4.322
O9 1.655 1.606 -3.371
P3 1.973 0.149 -2.773
O10 0.930 -0.453 -1.922
O11 2.354 -0.720 -4.060
C8 1.608 -0.764 -5.272
O12 3.424 0.320 -2.146
C9 3.675 0.316 -0.763
H23 2.944 1.625 -5.060
H24 3.247 2.847 -3.780
H25 1.883 3.017 -4.850
H26 2.232 -0.612 -6.155
H27 0.877 0.032 -5.450
H28 1.144 -1.747 -5.239
H29 2.838 0.567 -0.103
H30 4.479 0.980 -0.451
H31 3.962 -0.681 -0.410
C10 -1.297 -0.019 5.632
C11 -0.468 -0.935 4.703
O13 -1.294 -1.388 3.623
O14 -2.494 -0.683 6.027
H32 -1.678 0.826 5.045
H33 -0.815 0.321 6.549
H34 0.003 -1.772 5.213
H35 0.339 -0.362 4.231
H36 -1.298 -0.659 2.975
H37 -3.129 -0.548 5.323
C12 0.436 4.846 3.095
C13 0.114 3.763 2.074
O15 1.260 2.921 1.986
O16 0.334 4.316 4.399
H38 -0.383 5.572 3.086
H39 1.436 5.255 2.938
H40 -0.090 4.188 1.083
H41 -0.814 3.285 2.404
H42 0.917 2.037 1.743
H43 1.146 3.902 4.700

These are the Löwdin partial charges, in e, on atoms 1 to 2: 1.233, -0.383



C24H80B2In2O20 | wB97M-V/def2-TZVPD

## Properties
* lowest unoccupied orbital energy: -15.61 eV
* charge: +4

CARTESIAN COORDINATES (ANGSTROEM)
In1 22.948 -7.859 -20.294
In2 19.836 -4.235 -22.466
B1 22.906 -4.940 -21.694
H1 22.361 -4.099 -21.293
H2 23.512 -4.545 -22.494
H3 23.621 -5.349 -20.998
H4 22.217 -5.683 -22.065
B2 20.197 -6.527 -20.364
H5 20.989 -5.821 -20.167
H6 20.270 -7.431 -19.781
H7 19.241 -6.089 -20.126
H8 20.176 -6.690 -21.431
C1 26.670 -2.312 -20.065
C2 25.661 -2.697 -21.175
O1 24.375 -2.698 -20.485
H9 26.248 -1.469 -19.518
H10 27.681 -2.008 -20.334
H11 26.630 -3.187 -19.417
H12 25.844 -3.733 -21.460
H13 25.640 -2.025 -22.033
H14 24.010 -3.553 -20.724
C3 17.335 -8.160 -21.855
C4 17.664 -7.447 -23.175
O2 17.550 -6.096 -23.064
H15 16.868 -7.553 -21.080
H16 18.295 -8.530 -21.494
H17 16.525 -8.890 -21.844
H18 16.747 -7.844 -23.610
H19 18.590 -7.747 -23.665
H20 16.615 -5.917 -22.944
C5 23.441 -5.998 -14.256
C6 21.964 -5.835 -13.964
O3 21.217 -5.403 -15.169
H21 23.638 -6.786 -14.983
H22 24.086 -6.222 -13.406
H23 23.840 -4.994 -14.402
H24 21.711 -5.253 -13.078
H25 21.581 -6.824 -13.711
H26 20.280 -5.612 -15.153
C7 18.028 -8.006 -17.553
C8 17.443 -6.828 -16.908
O4 18.278 -6.387 -15.841
H27 17.905 -8.797 -16.813
H28 19.110 -7.918 -17.651
H29 17.687 -8.358 -18.527
H30 16.459 -7.066 -16.503
H31 17.655 -6.158 -17.740
H32 18.427 -7.090 -15.204
C9 20.876 -6.269 -25.703
C10 20.102 -5.083 -26.377
O5 19.207 -4.530 -25.420
O6 21.613 -5.678 -24.565
H33 21.586 -6.739 -26.383
H34 20.168 -7.058 -25.449
H35 19.557 -5.601 -27.167
H36 20.901 -4.414 -26.697
H37 18.425 -4.178 -25.852
H38 22.440 -5.508 -25.022
C11 19.315 -3.397 -18.707
C12 17.802 -3.077 -18.986
O7 17.179 -3.644 -20.066
O8 20.108 -2.758 -19.694
H39 19.485 -4.472 -18.644
H40 19.676 -3.097 -17.723
H41 17.576 -2.013 -19.055
H42 17.311 -3.231 -18.025
H43 16.247 -3.470 -19.917
H44 20.410 -1.928 -19.317
C13 24.825 -10.291 -17.449
C14 24.154 -9.018 -16.838
O9 22.839 -8.730 -17.286
O10 25.419 -10.027 -18.711
H45 24.101 -11.087 -17.622
H46 25.457 -10.785 -16.711
H47 24.670 -8.087 -17.072
H48 24.206 -8.901 -15.755
H49 22.361 -9.338 -16.717
H50 26.264 -9.589 -18.590
C15 24.781 -5.241 -17.875
C16 23.275 -4.856 -17.946
O11 22.417 -5.989 -17.840
O12 24.980 -6.157 -18.915
H51 24.964 -5.777 -16.944
H52 25.409 -4.350 -17.898
H53 23.046 -4.394 -18.906
H54 23.001 -4.109 -17.201
H55 22.045 -5.958 -16.955
H56 25.907 -6.401 -18.870
C17 25.853 -8.349 -22.529
C18 24.847 -7.410 -23.233
O13 23.528 -8.050 -23.179
O14 25.771 -8.094 -21.075
H57 26.860 -8.105 -22.867
H58 25.813 -9.399 -22.819
H59 24.886 -7.216 -24.305
H60 24.812 -6.414 -22.794
H61 23.401 -8.480 -24.028
H62 26.675 -8.018 -20.761
C19 20.580 -10.565 -21.987
C20 20.256 -10.887 -20.483
O15 21.335 -10.462 -19.718
O16 21.176 -9.315 -22.195
H63 19.628 -10.541 -22.517
H64 21.168 -11.402 -22.362
H65 20.143 -11.966 -20.379
H66 19.408 -10.277 -20.172
H67 20.945 -10.511 -18.842
H68 21.579 -9.315 -23.066
C21 21.387 -1.030 -24.609
C22 22.456 -1.427 -23.639
O17 21.995 -1.907 -22.373
O18 20.585 -2.120 -24.785
H69 21.787 -0.706 -25.570
H70 20.738 -0.247 -24.217
H71 23.221 -0.656 -23.556
H72 22.948 -2.285 -24.097
H73 22.790 -1.985 -21.840
H74 19.942 -1.838 -25.441
C23 13.433 -7.361 -17.272
C24 13.911 -5.882 -17.579
O19 14.576 -5.284 -16.470
O20 12.535 -7.852 -18.207
H75 13.042 -7.238 -16.262
H76 14.195 -8.106 -17.047
H77 12.993 -5.341 -17.810
H78 14.610 -5.702 -18.396
H79 14.575 -4.326 -16.521
H80 12.046 -8.564 -17.788

These are the Löwdin partial charges, in e, on atoms 1 to 2: 1.546, 1.522



C22H31N3O4S | wB97M-V/def2-TZVPD

## Properties
* lowest unoccupied orbital energy: 0.04 eV
* SMILES: CCCCN(C)C(=O)c1cn(C)c2ccc(S(=O)(=O)N3CCC(C)CC3)cc2c1=O

CARTESIAN COORDINATES (ANGSTROEM)
C1 8.356 1.406 -0.968
C2 7.595 1.940 0.240
C3 6.318 1.154 0.535
C4 5.271 1.288 -0.574
N1 4.014 0.664 -0.210
C5 3.089 1.458 0.561
C6 3.803 -0.611 -0.581
O1 4.673 -1.301 -1.094
C7 2.444 -1.195 -0.336
C8 2.401 -2.449 0.180
N2 1.272 -3.162 0.389
C9 1.357 -4.487 0.957
C10 0.056 -2.624 0.035
C11 -1.146 -3.319 0.253
C12 -2.348 -2.763 -0.118
C13 -2.381 -1.513 -0.723
S1 -3.982 -0.840 -1.156
O2 -3.797 0.280 -2.034
O3 -4.825 -1.915 -1.593
N3 -4.500 -0.393 0.379
C14 -5.928 -0.490 0.604
C15 -6.678 0.700 0.009
C16 -6.132 2.011 0.578
C17 -6.853 3.213 -0.022
C18 -4.629 2.080 0.298
C19 -3.921 0.846 0.857
C20 -1.222 -0.817 -0.949
C21 0.012 -1.351 -0.567
C22 1.229 -0.553 -0.814
O4 1.188 0.531 -1.376
H1 7.791 1.555 -1.883
H2 8.550 0.343 -0.853
H3 9.309 1.921 -1.070
H4 7.343 2.991 0.076
H5 8.242 1.889 1.118
H6 6.558 0.097 0.658
H7 5.892 1.514 1.476
H8 5.629 0.785 -1.474
H9 5.081 2.341 -0.798
H10 2.466 0.817 1.184
H11 2.439 2.046 -0.091
H12 3.653 2.130 1.209
H13 3.329 -2.931 0.455
H14 0.829 -4.533 1.912
H15 0.929 -5.225 0.276
H16 2.402 -4.738 1.125
H17 -1.139 -4.294 0.711
H18 -3.279 -3.284 0.034
H19 -6.252 -1.423 0.143
H20 -6.091 -0.546 1.686
H21 -6.538 0.689 -1.074
H22 -7.744 0.605 0.222
H23 -6.288 2.010 1.665
H24 -7.920 3.162 0.185
H25 -6.465 4.140 0.395
H26 -6.712 3.236 -1.100
H27 -4.463 2.113 -0.779
H28 -4.198 2.977 0.746
H29 -2.868 0.843 0.568
H30 -3.983 0.834 1.952
H31 -1.241 0.147 -1.436

These are the Löwdin partial charges, in e, on atoms 1 to 2: -0.111, -0.268



C7H6CrNO6 | wB97M-V/def2-TZVPD

## Properties
* 2S+1: 5
* lowest unoccupied orbital energy (spin up / spin down): -4.17 / -6.51 eV
* expectation value of S²: 6.060
* charge: +1

CARTESIAN COORDINATES (ANGSTROEM)
O1 0.166 0.025 -3.429
C1 -0.251 -0.376 -2.416
Cr1 -1.030 -0.888 -0.777
O2 -1.996 1.782 -1.871
C2 -1.792 0.698 -1.516
C3 -2.064 -0.961 0.779
O3 -2.697 -0.928 1.751
C4 0.270 -1.987 0.210
O4 0.551 -2.701 1.116
C5 -1.735 -2.345 -1.662
O5 -2.177 -3.259 -2.217
H1 0.988 -1.707 -0.646
C6 0.971 2.202 1.865
C7 0.942 1.113 0.854
N1 2.109 0.622 0.426
O6 -0.150 0.650 0.404
H2 1.993 2.531 2.069
H3 0.476 1.830 2.765
H4 0.324 3.012 1.526
H5 2.133 -0.269 -0.078
H6 2.971 0.958 0.848

These are the Löwdin partial charges, in e, on atoms 1 to 2: 0.204, -0.162



C21H39Cl3N7O3RuSi | wB97M-V/def2-TZVPD

## Properties
* 2S+1: 6
* lowest unoccupied orbital energy (spin up / spin down): 0.48 / -1.50 eV
* expectation value of S²: 8.789

CARTESIAN COORDINATES (ANGSTROEM)
C1 4.588 1.480 1.026
C2 3.558 1.574 -0.082
H1 5.623 1.507 0.672
H2 4.487 0.594 1.667
H3 4.469 2.343 1.706
C3 3.876 1.982 -1.343
C4 5.241 2.229 -1.826
H4 3.110 2.470 -1.930
H5 5.746 1.265 -1.974
H6 5.840 2.842 -1.120
H7 5.199 2.769 -2.786
Ru1 -2.455 -0.719 1.345
Cl1 -2.062 0.752 3.102
Cl2 -2.586 -2.681 0.108
H8 -6.431 -3.176 2.029
H9 -5.660 -3.045 4.960
C5 -5.369 -3.445 2.045
C6 -4.707 -3.273 4.450
N1 -4.656 -2.729 3.095
H10 -4.912 -3.206 1.081
C7 -4.366 -1.429 2.891
O1 -4.594 -0.851 1.776
H11 -3.882 -2.860 5.044
H12 -3.996 -0.874 3.778
H13 -5.265 -4.515 2.243
H14 -4.609 -4.361 4.401
H15 3.039 -1.654 -1.833
H16 3.225 0.372 -3.707
C8 2.245 -2.011 -2.505
C9 2.420 -0.202 -4.180
N2 1.617 -0.864 -3.149
H17 1.486 -2.552 -1.939
C10 0.224 -0.844 -3.222
O2 -0.525 -1.763 -2.916
H18 1.790 0.479 -4.760
H19 -0.152 0.148 -3.577
H20 2.703 -2.665 -3.262
H21 2.882 -0.941 -4.849
O3 2.352 0.277 0.190
C11 2.117 1.624 0.373
C12 1.005 1.902 -1.844
C13 1.036 2.200 -0.483
H22 1.691 1.144 -2.207
C14 0.269 2.687 -2.737
H23 2.098 1.962 1.435
C15 0.139 3.144 0.025
H24 0.380 2.537 -3.811
C16 -0.554 3.695 -2.231
C17 -0.624 3.906 -0.850
H25 0.086 3.290 1.101
H26 -1.126 4.310 -2.931
H27 -1.205 4.736 -0.447
Si1 1.293 -1.561 1.507
Cl3 -0.415 -0.202 0.483
C18 1.330 -3.263 0.741
C19 -0.022 -2.007 2.850
C20 2.719 -0.813 2.375
H28 1.677 -3.300 -0.289
H29 0.339 -3.739 0.807
H30 2.004 -3.876 1.361
H31 3.596 -0.981 1.744
H32 2.887 -1.309 3.338
H33 2.536 0.253 2.560
H34 -0.229 -1.180 3.542
H35 0.335 -2.881 3.433
H36 -1.006 -2.340 2.436
N3 -3.659 3.729 -0.990
N4 -3.647 2.335 -0.933
N5 -3.881 1.493 -1.996
C21 -3.400 0.340 -1.498
N6 -2.912 0.492 -0.237
N7 -2.919 1.813 0.047
H37 -3.460 4.026 -0.029
H38 -4.576 4.034 -1.298
H39 -3.391 -0.626 -1.996

These are the Löwdin partial charges, in e, on atoms 1 to 2: -0.009, -0.234



C9H17NO4S | wB97M-V/def2-TZVPD

## Properties
* 2S+1: 3
* lowest unoccupied orbital energy (spin up / spin down): 0.03 / -3.58 eV
* expectation value of S²: 2.004

CARTESIAN COORDINATES (ANGSTROEM)
C1 1.503 0.064 -1.738
C2 3.332 -0.212 -0.341
C3 1.171 1.340 -2.567
C4 -1.015 -0.485 2.264
C5 -2.834 -0.989 0.723
C6 -2.092 1.270 0.870
C7 2.037 -0.481 0.574
C8 -0.600 -0.604 -0.211
C9 0.970 0.191 -0.260
N1 -1.604 -0.171 1.000
O1 4.451 -0.309 0.014
O2 1.119 -1.114 -2.409
O3 2.910 -0.031 -1.589
O4 0.729 1.540 0.115
S1 -0.396 -2.305 -0.289
H1 1.080 2.160 -2.004
H2 0.217 1.004 -3.085
H3 1.912 1.477 -3.319
H4 -0.449 0.358 2.719
H5 -1.711 -0.688 3.084
H6 -0.353 -1.295 2.265
H7 -3.637 -0.703 1.270
H8 -3.108 -0.801 -0.247
H9 -2.717 -2.021 0.985
H10 -2.628 1.601 1.828
H11 -1.174 1.863 0.723
H12 -2.822 1.223 0.051
H13 2.151 -0.038 1.551
H14 1.955 -1.624 0.473
H15 -1.087 -0.235 -1.068
H16 1.632 1.890 0.449
H17 1.059 -1.873 -1.831

These are the Löwdin partial charges, in e, on atoms 1 to 2: -0.487, -0.498



C5H3NO | wB97M-V/def2-TZVPD

## Properties
* lowest unoccupied orbital energy: 0.64 eV
* SMILES: N#Cc1ccoc1

CARTESIAN COORDINATES (ANGSTROEM)
N1 2.922 -0.119 0.022
C1 1.796 0.185 -0.021
C2 0.354 0.110 -0.085
C3 -0.364 -1.151 -0.016
C4 -1.737 -0.775 0.026
O1 -1.787 0.565 -0.058
C5 -0.534 1.178 0.071
H1 0.273 -2.112 0.171
H2 -2.888 -1.232 0.124
H3 -0.636 2.369 0.162

These are the Löwdin partial charges, in e, on atoms 1 to 2: 0.145, -0.178



C5H9NO | wB97M-V/def2-TZVPD

## Properties
* lowest unoccupied orbital energy: -0.54 eV

CARTESIAN COORDINATES (ANGSTROEM)
C1 1.822 0.931 -0.011
O1 0.675 0.394 -0.802
C2 -0.212 -0.418 -0.403
C3 -1.423 -0.618 -1.254
C4 -0.146 -1.133 0.889
C5 -0.407 2.187 0.934
N1 -1.510 1.772 0.945
H1 1.914 1.964 -0.346
H2 1.651 0.983 1.066
H3 2.679 0.319 -0.294
H4 -1.860 -1.616 -1.129
H5 -1.265 -0.388 -2.309
H6 -2.129 0.120 -0.831
H7 -0.771 -0.509 1.548
H8 0.870 -1.184 1.282
H9 -0.585 -2.133 0.812

These are the Löwdin partial charges, in e, on atoms 1 to 2: -0.037, -0.017